Formula: C8H14HoN2P
Source: OMol25
Level of theory: ωB97M-V/def2-TZVPD

Calculated values
E_HOMO (alpha / beta) ... -4.52 / -5.84 eV
LUMO level (alpha / beta) ... -0.4 / -0.4 eV
Energy above the lowest of the compared OMol25 structures with the same formula, charge and spin ... 169.1 kJ/mol
Multiplicity ... 5
HOMO-LUMO gap (alpha / beta) ... 4.1 / 5.4 eV

The geometry in XYZ format:
```
26
Properties=species:S:1:pos:R:3:forces:R:3
C -0.611565 0.630198 -3.745256 0.839 0.768 0.529
C -1.347596 1.848566 -3.850142 1.580 -0.528 1.066
C -0.452853 2.922162 -3.511127 0.516 -1.506 -0.914
C 0.857305 2.393242 -3.381936 -0.511 -0.493 0.999
C 0.779963 0.957911 -3.395895 -1.493 0.256 -0.332
Ho 1.258822 -1.025097 -0.825441 1.296 1.824 -2.724
P 0.174698 -3.504398 -0.948434 -1.261 -2.389 -0.384
H -0.974639 -0.385718 -3.892994 -0.075 0.220 -0.157
H -2.400545 1.943546 -4.065762 -0.044 -0.039 0.028
H -0.722328 3.957198 -3.432570 -0.016 0.314 -0.158
H 1.618738 0.248999 -3.391428 -0.107 0.265 -0.398
H 1.774360 2.956194 -3.208092 -0.307 -0.047 0.031
H 0.877055 -4.533405 -1.693592 -0.470 0.541 0.534
H -1.040397 -3.560860 -1.739828 0.591 -0.027 0.352
H -0.304410 -4.317544 0.148183 0.393 0.475 -0.633
C 1.080384 -0.660298 4.303052 0.129 0.109 -0.093
N -0.004822 -0.141904 3.424028 0.277 0.056 2.017
C -1.062841 0.721189 4.001181 0.047 -0.067 -0.219
C 0.057904 -0.335324 2.170130 -0.509 0.393 -3.174
N 0.375469 -0.540475 1.023099 -0.748 0.043 3.550
H 0.816038 -0.418984 5.334801 0.164 -0.121 -0.180
H 2.046730 -0.199226 4.046318 -0.358 -0.095 0.116
H 1.172668 -1.748340 4.189492 -0.088 0.293 0.030
H -0.989447 1.748144 3.609042 0.065 -0.389 0.202
H -2.052223 0.323898 3.748146 0.233 0.050 0.099
H -0.926476 0.720320 5.085021 -0.143 0.093 -0.188
```
Positions in Å, forces in eV/Å.

For each atom in turn, the Löwdin charge in e is:
1 C -0.222
2 C -0.182
3 C -0.182
4 C -0.212
5 C -0.291
6 Ho 0.815
7 P 0.568
8 H 0.044
9 H 0.060
10 H 0.059
11 H 0.009
12 H 0.063
13 H -0.114
14 H -0.108
15 H -0.109
16 C -0.021
17 N -0.196
18 C -0.023
19 C -0.328
20 N -0.152
21 H 0.078
22 H 0.092
23 H 0.087
24 H 0.096
25 H 0.090
26 H 0.079

Formula: C8H14N
Source: OMol25
Level of theory: ωB97M-V/def2-TZVPD

Calculated values
SMILES string ... CC[C@]1(C=[NH2+])[C@@H]2C[C@@]21C
E_HOMO ... -13.44 eV
LUMO level ... -4.5 eV
Energy above the lowest of the compared OMol25 structures with the same formula, charge and spin ... 207.8 kJ/mol
Multiplicity ... 1
HOMO-LUMO gap ... 8.9 eV
Net charge ... +1

The geometry in XYZ format:
```
23
Properties=species:S:1:pos:R:3:forces:R:3
C 0.298074 -1.505311 0.315450 0.928 -1.291 1.938
C 0.259664 -0.162184 -0.090299 -0.532 2.501 -0.601
C -0.548914 0.296218 -1.303700 0.134 -0.109 0.004
C -1.209794 0.394593 -0.052668 -1.622 0.093 0.370
C -2.455531 0.081788 0.690071 0.332 -0.816 -0.721
C -1.024764 1.639750 -0.846405 4.633 0.252 2.726
C 2.702774 0.738176 -0.217438 1.047 0.424 2.197
C 1.367997 0.673164 0.624348 0.030 -0.889 -1.141
N -0.153397 -2.652658 -0.054018 -1.707 -0.586 -3.010
H 0.864238 -1.626354 1.224020 0.101 0.075 0.514
H -2.457615 0.719857 1.544395 -0.223 0.218 0.872
H -2.470456 -0.970657 0.972684 -0.476 0.028 0.154
H -3.321596 0.360785 0.072611 0.221 -0.319 0.148
H -1.889489 2.055176 -1.306800 -0.277 0.545 -0.104
H -0.833980 -0.177627 -2.183518 0.014 -1.009 -1.391
H -0.117694 2.187264 -0.302560 -2.605 0.159 -2.136
H 3.530399 0.419611 0.493370 -0.753 0.311 -0.999
H 2.956880 1.808212 -0.458882 -0.428 -1.188 -0.091
H 2.777417 0.090147 -1.099943 -0.390 0.289 0.226
H 1.064212 1.692101 0.854927 -0.198 -0.185 -0.030
H 1.374826 0.143326 1.595663 0.965 0.608 -0.276
H -0.123634 -3.492410 0.579248 0.130 1.233 -1.217
H -0.589618 -2.712957 -1.050561 0.678 -0.342 2.570
```
Positions in Å, forces in eV/Å.

For each atom in turn, the Löwdin charge in e is:
1 C -0.047
2 C -0.255
3 C -0.074
4 C -0.337
5 C 0.011
6 C 0.031
7 C -0.061
8 C -0.160
9 N 0.223
10 H 0.150
11 H 0.086
12 H 0.080
13 H 0.110
14 H 0.122
15 H 0.128
16 H 0.141
17 H 0.089
18 H 0.090
19 H 0.074
20 H 0.098
21 H 0.113
22 H 0.182
23 H 0.205

Formula: C8H14N2
Source: OMol25
Level of theory: ωB97M-V/def2-TZVPD

Calculated values
E_HOMO ... -6.75 eV
LUMO level ... 0.0 eV
Energy above the lowest of the compared OMol25 structures with the same formula, charge and spin ... 705.2 kJ/mol
Multiplicity ... 1
HOMO-LUMO gap ... 6.7 eV

The geometry in XYZ format:
```
24
Properties=species:S:1:pos:R:3:forces:R:3
C 3.208968 -0.224949 -0.189812 -1.901 -0.681 -0.078
C 2.820938 -0.338417 1.086682 0.538 -0.215 0.233
C 1.821800 0.068669 -1.172768 -0.850 -3.031 -2.302
C -1.957333 -1.094172 -0.477751 2.207 3.402 -0.160
C -1.877093 -0.235671 0.789963 -2.423 -1.875 -0.209
C -0.467327 -1.272678 -0.925262 -2.244 0.797 -3.718
C -1.400749 1.151324 0.487630 2.098 0.115 4.362
C 0.369908 -0.050799 -0.793399 1.979 4.224 1.067
N -0.076731 1.047135 -0.079784 0.429 -2.390 -2.046
N 0.748329 2.144853 0.226631 -0.654 0.154 -0.725
H 1.883792 -0.109572 1.573256 -0.851 -0.124 -0.110
H 3.501637 -0.756639 1.812934 0.617 0.306 0.167
H 2.172019 1.003153 -1.529760 -0.437 1.141 -0.379
H 1.862920 -0.634895 -2.103919 0.566 0.951 1.719
H -2.283545 -2.050195 -0.384894 -1.444 -2.702 0.975
H -2.701696 -0.539032 -1.069236 0.879 -0.406 -1.068
H -2.870578 -0.432591 1.243272 0.484 1.255 0.241
H -1.211851 -0.829413 1.324277 1.518 -0.245 1.939
H 0.130408 -1.927724 -0.367931 0.311 -1.618 1.372
H -0.569231 -1.807744 -1.977140 1.077 1.585 1.670
H -2.057785 1.633754 -0.120787 -1.785 1.594 -1.966
H -1.180441 1.878759 1.422893 -1.058 -1.937 -1.842
H 1.362095 1.769474 0.916331 1.190 0.166 0.386
H 1.265243 2.481738 -0.594275 -0.245 -0.468 0.473
```
Positions in Å, forces in eV/Å.

For each atom in turn, the Löwdin charge in e is:
1 C -0.118
2 C -0.220
3 C -0.215
4 C -0.166
5 C -0.187
6 C -0.098
7 C -0.134
8 C -0.141
9 N -0.131
10 N 0.099
11 H 0.003
12 H 0.008
13 H 0.046
14 H 0.118
15 H 0.073
16 H 0.125
17 H 0.132
18 H 0.092
19 H 0.112
20 H 0.170
21 H 0.086
22 H 0.176
23 H 0.066
24 H 0.107

Formula: C8H14N2
Source: OMol25
Level of theory: ωB97M-V/def2-TZVPD

Calculated values
E_HOMO (alpha / beta) ... -8.04 / -8.41 eV
LUMO level (alpha / beta) ... -0.5 / -0.6 eV
Energy above the lowest of the compared OMol25 structures with the same formula, charge and spin ... 595.2 kJ/mol
Multiplicity ... 1
HOMO-LUMO gap (alpha / beta) ... 7.5 / 7.8 eV

The geometry in XYZ format:
```
24
Properties=species:S:1:pos:R:3:forces:R:3
C 0.424749 -0.981396 2.076298 -0.290 -0.109 -0.018
C -1.954550 0.719323 0.020176 0.070 0.030 0.193
C 0.150985 1.721522 0.988595 0.007 -0.050 -0.083
C -0.479984 0.530844 0.303770 0.815 0.291 -1.710
N -0.104299 -0.769883 0.739570 1.406 -2.103 -0.246
H 1.359491 -0.442751 2.267790 0.009 0.028 -0.040
H 0.621053 -2.050469 2.185985 -0.066 0.103 0.113
H -0.322118 -0.671564 2.808774 0.058 -0.085 0.072
H -2.423310 -0.193091 -0.341041 0.057 0.007 0.006
H -2.464324 1.005441 0.947641 0.006 0.002 -0.031
H -0.006651 2.615465 0.384318 -0.020 -0.016 0.022
H 1.225557 1.601190 1.113573 0.006 -0.027 0.006
H -0.300458 1.890246 1.971617 -0.007 -0.025 -0.034
H -2.118307 1.521063 -0.703023 0.026 -0.001 0.035
C -0.494344 -0.295587 -2.315416 0.355 0.273 -0.129
C 0.509390 0.006924 -1.204279 -1.661 -0.614 0.923
N 1.480098 0.880541 -1.439581 0.808 0.827 -0.892
C 0.834134 -1.224574 -0.362344 -1.986 2.112 1.649
C 1.734066 -2.130285 -0.405155 0.421 -0.874 -0.114
H 2.387117 0.445377 -1.260339 -0.040 0.160 0.290
H 0.062000 -0.817139 -3.096852 -0.113 0.021 -0.076
H -0.895537 0.632245 -2.721986 -0.008 -0.027 -0.035
H -1.301204 -0.939185 -1.976364 0.049 0.006 0.056
H 2.076447 -3.054257 0.018273 0.098 0.072 0.044
```
Positions in Å, forces in eV/Å.

For each atom in turn, the Löwdin charge in e is:
1 C -0.076
2 C -0.042
3 C -0.053
4 C -0.407
5 N -0.088
6 H 0.085
7 H 0.086
8 H 0.089
9 H 0.074
10 H 0.086
11 H 0.087
12 H 0.076
13 H 0.085
14 H 0.087
15 C -0.027
16 C -0.480
17 N 0.173
18 C -0.279
19 C 0.188
20 H 0.062
21 H 0.086
22 H 0.084
23 H 0.075
24 H 0.032